No. 1
Below is the molecule C9H8N2O in a non-equilibrium geometry, with properties calculated with ωB97M-V/def2-TZVPD.

The geometry in ORCA input format:
```
! RIJCOSX wB97M-V def2-TZVPD def2/J DEFGRID3
* xyz 0 1
N 2.1918 2.3668 0.0341
C 2.2714 1.2971 -0.4731
N 2.3678 -0.0675 -0.6830
C 1.6630 -1.0209 0.0842
O 1.7869 -2.2157 -0.1145
C 0.8007 -0.4574 1.0278
C -0.5130 -0.1137 0.3414
C -1.0229 1.1515 0.2863
C -2.3770 1.3660 0.0069
C -3.2923 0.2572 -0.3089
C -2.7097 -1.0175 -0.3920
C -1.4058 -1.1413 0.0285
H 2.9801 -0.3403 -1.3663
H 1.2178 0.3846 1.7023
H 0.8609 -1.3804 1.7355
H -0.4056 1.9142 0.6881
H -2.6959 2.3589 0.1509
H -4.2567 0.6406 -0.6253
H -3.4943 -1.6947 -0.7393
H -0.9054 -2.1783 0.3072
*
```

Highest occupied orbital energy, eV: -9.32
Relative energy (zero: lowest compared OMol25 entry of this formula, charge and spin), eV: 2.4791
Frontier orbital gap, hartree: 0.3638
Total energy, hartree: -532.4357

No. 2
Below is the molecule CH5NO2Si in a non-equilibrium geometry, with properties calculated with ωB97M-V/def2-TZVPD.

The geometry in ORCA input format:
```
! RIJCOSX wB97M-V def2-TZVPD def2/J DEFGRID3
* xyz 0 1
C -0.9831 0.5908 -0.9699
Si -0.0082 0.4060 0.6318
N 1.2837 -1.2222 0.4980
O 2.0053 -1.2962 1.4705
O 1.1440 -2.1072 -0.3153
H -0.6749 1.4669 -1.4074
H -0.9984 -0.2168 -1.7866
H -2.0110 0.8358 -0.7999
H -0.9739 0.4003 1.7348
H 1.2166 1.1426 0.9439
*
```

Highest occupied orbital energy, eV: -10.02
Relative energy (zero: lowest compared OMol25 entry of this formula, charge and spin), eV: 1.5754
Frontier orbital gap, hartree: 0.3718
Total energy, hartree: -535.7085

No. 3
Below is a structure of composition C12H24ClMgO10 in a non-equilibrium geometry, with properties calculated with ωB97M-V/def2-TZVPD.

The geometry in ORCA input format:
```
! RIJCOSX wB97M-V def2-TZVPD def2/J DEFGRID3
* xyz 1 1
Mg -0.1994 0.2530 -0.0574
Cl -2.9616 2.1555 -0.0878
C -3.2572 -3.4618 1.6884
O -2.8582 -4.3392 0.6931
C -2.0576 -3.9377 -0.2157
O -1.5953 -2.7890 -0.3499
O -1.7480 -4.9769 -0.9724
C -0.5938 -5.0412 -1.7952
H -2.6052 -3.6745 2.5356
H -4.2917 -3.6863 1.9482
H -3.1589 -2.4053 1.4387
H 0.2842 -5.2034 -1.1699
H -0.4041 -4.1700 -2.4222
H -0.7189 -5.8288 -2.5383
C 0.5370 -2.2814 5.1925
O 0.1199 -0.9402 5.5467
C -0.3157 -0.0442 4.6382
O -0.3664 -0.1903 3.4009
O -0.5766 1.0764 5.3611
C -0.9905 2.2537 4.7193
H 0.8939 -2.4436 4.1754
H -0.4387 -2.7617 5.2657
H 1.1671 -2.7486 5.9493
H -2.0374 2.1356 4.4394
H -0.4737 2.4824 3.7873
H -1.0244 3.1868 5.2816
C 2.4841 0.2291 -5.1869
O 1.1193 -0.0938 -5.5950
C 0.0937 -0.0835 -4.7306
O 0.1374 0.3161 -3.5457
O -1.0376 -0.5593 -5.4150
C -2.2886 -0.7024 -4.7621
H 3.2195 -0.0689 -5.9341
H 2.7505 -0.2013 -4.2215
H 2.5908 1.3139 -5.1797
H -2.3126 -1.2844 -3.8408
H -3.0324 -1.1081 -5.4479
H -2.5831 0.3177 -4.5155
C 3.9975 4.4081 0.3500
C 2.5252 4.3807 0.2322
O 1.9216 3.3314 0.1688
C 1.8791 5.7400 0.0391
H 4.4148 3.4055 0.2558
H 4.1936 4.8763 1.3146
H 4.4144 4.9746 -0.4826
H 1.1385 5.7099 -0.7601
H 2.6574 6.4736 -0.1709
H 1.3883 6.0058 0.9754
*
```

Highest occupied orbital energy, eV: -12.42
Relative energy (zero: lowest compared OMol25 entry of this formula, charge and spin), eV: 9.2594
Frontier orbital gap, hartree: 0.1986
Total energy, hartree: -1883.9850

No. 4
Below is the molecule C6H2BrF4O4P in a non-equilibrium geometry, with properties calculated with ωB97M-V/def2-TZVPD.

The geometry in ORCA input format:
```
! RIJCOSX wB97M-V def2-TZVPD def2/J DEFGRID3
* xyz 0 1
O 2.8844 1.5223 -0.7107
C 1.7511 1.4838 -0.5188
O 0.8392 2.4976 -0.6675
C -0.3564 2.0361 -0.1385
O -1.2518 2.7293 0.0283
C -0.2324 0.5442 0.2023
C -1.3754 -0.3039 0.7285
F -1.9722 0.4242 1.7124
F -0.9444 -1.4221 1.3217
C -2.4881 -0.6297 -0.2899
F -3.2524 0.4418 -0.5532
F -2.0246 -1.1889 -1.4215
C 1.0290 0.2091 -0.0407
P 1.7846 -1.4891 0.1601
O 3.2917 -1.2393 0.7842
Br 1.9575 -2.1644 -1.9896
H -3.1607 -1.3679 0.1859
H 3.5210 -2.0832 1.2068
*
```

Highest occupied orbital energy, eV: -9.59
Relative energy (zero: lowest compared OMol25 entry of this formula, charge and spin), eV: 0.0000
Frontier orbital gap, hartree: 0.3008
Total energy, hartree: -3845.6654

No. 5
Below is a structure of composition C20H57FeO10 in a non-equilibrium geometry, with properties calculated with ωB97M-V/def2-TZVPD.

The geometry in ORCA input format:
```
! RIJCOSX wB97M-V def2-TZVPD def2/J DEFGRID3
* xyz 0 6
Fe 0.0876 0.4626 -0.0862
C 1.3147 -0.5164 -3.8894
C 2.0062 -0.9735 -2.5878
O 1.5055 -0.1847 -1.4707
H 1.3526 0.5447 -4.1357
H 0.2322 -0.6247 -3.8211
H 1.6252 -1.0613 -4.7810
H 3.0625 -0.8007 -2.7938
H 2.0657 -2.0377 -2.3595
C 1.7280 3.4007 -2.2283
C 0.8708 3.5223 -1.0784
O 0.0965 2.3994 -0.8044
H 2.3928 4.2220 -2.4960
H 1.2070 3.1130 -3.1415
H 2.4400 2.6042 -2.0123
H 0.2265 4.4003 -1.1256
H 1.4022 3.7755 -0.1610
C -3.5216 1.7316 1.5078
C -2.2986 1.2099 2.2686
O -1.2632 0.7131 1.4761
H -4.0031 1.0082 0.8499
H -3.1038 2.4724 0.8260
H -4.3186 2.3103 1.9747
H -2.7411 0.3561 2.7818
H -2.0542 1.9717 3.0089
C 5.8185 -0.2007 1.2534
C 5.1005 -0.6260 -0.0049
O 4.0919 0.4087 -0.1735
H 5.0305 -0.0135 1.9828
H 6.5705 0.5808 1.1448
H 6.4360 -1.0861 1.4046
H 4.6104 -1.5802 0.1885
H 5.7261 -0.6748 -0.8962
H 3.5637 0.1433 -0.9299
C -2.3576 0.9483 -3.4582
C -2.6229 0.6719 -1.9386
O -1.4528 -0.0551 -1.3989
H -1.3849 1.3989 -3.6553
H -3.2234 1.4999 -3.8246
H -2.3656 0.0155 -4.0219
H -3.4670 -0.0153 -1.8793
H -2.8511 1.5626 -1.3532
H -1.3963 -0.8521 -1.9310
C -0.9778 4.0240 4.5492
C -0.6391 4.6210 3.1986
O -1.7445 5.3163 2.7041
H -0.3019 3.2416 4.8941
H -1.9981 3.6466 4.6161
H -0.9518 4.7961 5.3182
H -0.4428 3.8949 2.4098
H 0.1189 5.3991 3.2888
H -2.5234 4.7568 2.7489
C -1.3307 -4.2833 -3.8343
C -0.5844 -3.6906 -2.6505
O -1.3762 -2.7080 -2.0566
H -1.5037 -3.6290 -4.6888
H -2.2646 -4.7033 -3.4608
H -0.6917 -5.0701 -4.2353
H 0.3197 -3.3468 -3.1529
H -0.3962 -4.5539 -2.0121
H -1.7027 -3.1609 -1.2756
C 0.9659 -3.6647 0.8495
C 1.2491 -2.2102 1.1455
O 0.1255 -1.5717 0.5183
H 0.0720 -3.9826 1.3863
H 1.7133 -4.3930 1.1640
H 0.6884 -3.7410 -0.2018
H 2.2674 -2.0588 0.7875
H 1.2396 -2.1597 2.2343
H -0.6255 -2.1568 0.6422
C 2.1969 0.6668 3.3918
C 1.8033 1.6035 2.2961
O 1.6789 0.8458 1.1434
H 3.1799 0.2665 3.1434
H 1.4939 -0.0912 3.7370
H 2.2391 1.3602 4.2317
H 2.5754 2.3728 2.2883
H 0.8431 2.0364 2.5767
H 2.6066 0.7429 0.9190
C -4.4836 -3.0268 0.2394
C -3.3211 -2.1593 0.6158
O -2.3022 -3.1105 0.8803
H -5.4103 -2.4564 0.3039
H -4.6014 -3.9852 0.7450
H -4.2575 -3.3721 -0.7694
H -3.6386 -1.5837 1.4853
H -3.0737 -1.3786 -0.1036
H -2.3722 -3.4881 1.7601
*
```

Highest occupied orbital energy (alpha / beta), eV: -7.98 / -7.55
Relative energy (zero: lowest compared OMol25 entry of this formula, charge and spin), eV: 1.5853
Frontier orbital gap (alpha / beta), hartree: 0.3019 / 0.2781
<S²>: 8.76
Total energy, hartree: -2812.1133

No. 6
Below is the ion C5H11N2O2 with charge +1 in a non-equilibrium geometry, with properties calculated with ωB97M-V/def2-TZVPD.

The geometry in ORCA input format:
```
! RIJCOSX wB97M-V def2-TZVPD def2/J DEFGRID3
* xyz 1 1
C -0.6542 1.9958 0.0567
C 0.2291 0.9376 0.5502
O 1.7721 1.0827 0.2655
C 2.3564 -0.0797 -0.0380
O 3.4929 -0.2767 -0.1865
N 1.3051 -1.0535 -0.0659
N -0.0096 -0.4419 -0.0248
C -0.8948 -1.1207 0.9367
C -0.6930 -0.5688 -1.4135
H -1.0170 1.8295 -1.0265
H 0.0010 2.8263 0.1020
H -1.4673 1.9890 0.6958
H 0.3970 0.6966 1.6691
H 1.2287 -2.0324 -0.0849
H -0.8272 -2.2877 0.9587
H -0.7751 -0.8463 1.9157
H -2.0418 -0.8309 0.7668
H -1.2022 -1.4816 -1.5639
H -1.3746 0.1726 -1.4398
H 0.1743 -0.5099 -2.0736
*
```

Highest occupied orbital energy, eV: -15.28
Relative energy (zero: lowest compared OMol25 entry of this formula, charge and spin), eV: 3.3806
Frontier orbital gap, hartree: 0.4480
Total energy, hartree: -456.7522

No. 7
Below is a cluster of 8 separate species, C13H23Br10Cl9 in total in a non-equilibrium geometry, with properties calculated with ωB97M-V/def2-TZVPD.

The geometry in ORCA input format:
```
! RIJCOSX wB97M-V def2-TZVPD def2/J DEFGRID3
* xyz -1 2
Br 1.3024 2.9206 0.3457
C -0.3736 1.7440 0.4885
C -0.0856 0.2771 0.4254
Br 1.1314 -0.3245 1.8752
H -1.0626 2.2016 -0.2215
H -0.9660 1.9383 1.3826
H 0.4994 0.0560 -0.4673
H -1.0302 -0.2669 0.4242
Br -4.3057 -6.4695 2.9564
C -3.8360 -4.5698 2.5136
C -2.5540 -4.5359 1.7415
Br -2.1734 -2.7026 0.9863
H -3.7396 -3.9600 3.4119
H -4.6897 -4.1690 1.9671
H -2.5056 -5.2880 0.9541
H -1.6705 -4.7287 2.3502
Br 0.2853 -6.5949 0.0676
C 0.4763 -5.0251 -1.0908
C 1.1957 -4.0056 -0.2166
Br 1.6865 -2.3586 -1.2836
H -0.5592 -4.7466 -1.2862
H 1.0164 -5.2566 -2.0089
H 2.0343 -4.4725 0.2999
H 0.6213 -3.6137 0.6228
Br 3.3767 1.8719 3.8362
C 4.5526 3.4448 3.4413
C 3.7037 4.4727 2.8041
Br 4.6164 6.2251 2.5116
H 5.4817 3.1025 2.9857
H 4.8288 3.8865 4.3988
H 2.8061 4.7112 3.3746
H 3.2634 4.1276 1.8686
Br -3.8369 -1.3118 -4.3055
C -4.1920 -0.9244 -2.3608
C -3.4651 0.4086 -1.9912
Br -3.8492 0.8906 -0.1550
H -3.8390 -1.7713 -1.7724
H -5.2533 -0.9225 -2.1125
H -3.9416 1.1761 -2.6009
H -2.3806 0.4672 -2.0843
C 1.0753 -0.2838 -3.9758
Cl 0.1648 0.9689 -3.1479
Cl 1.7977 0.4073 -5.4525
Cl -0.1071 -1.5452 -4.3346
H 1.8907 -0.7025 -3.3859
C -1.9302 5.9426 -0.5650
Cl -2.3560 7.4602 -1.4767
Cl -1.7798 4.4615 -1.5995
Cl -3.1481 5.6224 0.7534
H -0.9860 6.2002 -0.0853
C 4.4902 1.1321 -0.0886
Cl 4.6411 2.7130 -0.9884
Cl 5.6840 0.8711 1.1919
Cl 4.5070 -0.2486 -1.2581
H 3.4873 1.0969 0.3369
*
```

Highest occupied orbital energy (alpha / beta), eV: -0.46 / -6.28
Frontier orbital gap (alpha / beta), hartree: 0.0792 / 0.2930
<S²>: 0.76
Total energy, hartree: -30390.9748